Density functional theory data (ωB97M-V with the def2-TZVPD basis set) for a structure of composition C68H54FGeKO2P4 in a non-equilibrium geometry.

HOMO-LUMO gap in Ha: 0.3109
E in hartree: -6916.38989
Energy relative to the best compared isomer or geometry (same formula, charge and spin) in kJ/mol: 0.0
Largest force on an atom in Eh/bohr: 0.021
2S+1: 1
HOMO in hartree: -0.2933
LUMO energy in Ha: 0.01757

Atoms and positions in Å:
1 K 0.233133 -0.437893 1.417217
2 F -0.525773 3.220313 -4.531094
3 Ge -0.313696 2.884515 -2.793983
4 C -2.168405 2.213098 -2.525750
5 C -2.997794 3.136363 -3.182349
6 C -4.378017 3.084461 -3.091506
7 C -4.978671 2.093276 -2.331977
8 C -4.181436 1.162964 -1.692187
9 C -2.786440 1.197514 -1.785473
10 P -1.820731 -0.089630 -0.914639
11 C -1.944570 -1.524349 -2.042069
12 C -2.930337 -1.691954 -3.014394
13 C -2.956967 -2.835777 -3.797791
14 C -2.004241 -3.830424 -3.616441
15 C -1.018233 -3.672857 -2.655213
16 C -0.986479 -2.522207 -1.880426
17 C -2.949307 -0.552426 0.454418
18 C -3.640260 -1.757685 0.536397
19 C -4.456114 -2.018320 1.629576
20 C -4.597755 -1.076590 2.637494
21 C -3.904586 0.123401 2.567813
22 C -3.071856 0.372339 1.492122
23 C -0.400027 4.716099 -2.081651
24 C -0.400304 5.793016 -2.970734
25 C -0.553669 7.090410 -2.508948
26 C -0.724199 7.332096 -1.151134
27 C -0.733863 6.271976 -0.262454
28 C -0.552875 4.965384 -0.718474
29 P -0.641135 3.522741 0.388365
30 C -2.205622 3.913047 1.263241
31 C -2.323033 4.120013 2.633672
32 C -3.572423 4.327493 3.207929
33 C -4.712567 4.334277 2.420747
34 C -4.601790 4.140700 1.049211
35 C -3.360348 3.928642 0.475976
36 C 0.647483 3.809024 1.647212
37 C 0.749268 2.874019 2.680942
38 C 1.718875 2.996693 3.661202
39 C 2.621660 4.050724 3.610798
40 C 2.551765 4.967047 2.574365
41 C 1.573328 4.847121 1.595275
42 C 1.620927 2.413377 -2.948031
43 C 2.131282 3.308878 -3.906777
44 C 3.448500 3.285709 -4.324817
45 C 4.318855 2.344970 -3.799887
46 C 3.853217 1.483587 -2.828449
47 C 2.531383 1.521078 -2.367815
48 P 2.141671 0.414628 -0.965821
49 C 3.254473 1.016974 0.369585
50 C 4.056911 2.152539 0.282197
51 C 4.906154 2.500666 1.324553
52 C 4.972502 1.721503 2.469060
53 C 4.144464 0.615400 2.591314
54 C 3.279568 0.281509 1.561354
55 C 2.999838 -1.114381 -1.506795
56 C 4.242337 -1.542536 -1.045438
57 C 4.801377 -2.719427 -1.526229
58 C 4.123740 -3.487496 -2.460845
59 C 2.885009 -3.067741 -2.927187
60 C 2.329039 -1.890513 -2.453045
61 H -2.562716 3.928900 -3.775420
62 H -4.974679 3.825842 -3.607336
63 H -6.055970 2.042305 -2.237628
64 H -4.646162 0.390792 -1.091523
65 H -3.676161 -0.922835 -3.167829
66 H -3.724910 -2.953073 -4.551783
67 H -2.031489 -4.724505 -4.226315
68 H -0.269350 -4.439953 -2.503946
69 H -0.215105 -2.413886 -1.127589
70 H -3.539102 -2.495403 -0.250689
71 H -4.983281 -2.962354 1.690847
72 H -5.233643 -1.286294 3.488026
73 H -3.987725 0.853287 3.362429
74 H -2.512932 1.300006 1.449232
75 H -0.299355 5.610299 -4.034020
76 H -0.555442 7.916207 -3.209470
77 H -0.862201 8.343906 -0.791534
78 H -0.893615 6.450841 0.795102
79 H -1.443382 4.129262 3.263100
80 H -3.647958 4.485957 4.276270
81 H -5.684298 4.488942 2.871714
82 H -5.485874 4.143429 0.424231
83 H -3.288240 3.769851 -0.595382
84 H 0.040533 2.052816 2.741428
85 H 1.773944 2.264046 4.456115
86 H 3.386832 4.145003 4.370950
87 H 3.262119 5.782679 2.522267
88 H 1.535032 5.569139 0.790550
89 H 1.480664 4.038494 -4.365358
90 H 3.782599 3.994416 -5.071588
91 H 5.348075 2.291746 -4.130569
92 H 4.533622 0.761963 -2.393382
93 H 4.031094 2.770121 -0.605692
94 H 5.520855 3.387662 1.235284
95 H 5.648908 1.987731 3.271441
96 H 4.150516 0.011584 3.489842
97 H 2.632469 -0.575009 1.718612
98 H 4.780860 -0.956091 -0.311642
99 H 5.772314 -3.036736 -1.166798
100 H 4.557915 -4.410187 -2.823425
101 H 2.348251 -3.657513 -3.659669
102 H 1.361041 -1.570677 -2.823716
103 O 0.950829 -1.976629 3.107077
104 C -0.280931 -2.223432 3.240870
105 O -1.188384 -1.365912 3.282784
106 C -0.691613 -3.691747 3.128683
107 P -0.115754 -4.181797 1.444471
108 C -0.972802 -5.773557 1.133128
109 C -0.598085 -6.481165 -0.011212
110 C -1.210890 -7.676412 -0.345364
111 C -2.225275 -8.185633 0.456665
112 C -2.609770 -7.492870 1.592845
113 C -1.986135 -6.296750 1.930642
114 C 1.571137 -4.813209 1.786582
115 C 2.655826 -4.197335 1.173183
116 C 3.951071 -4.626088 1.435265
117 C 4.170126 -5.681058 2.306679
118 C 3.090998 -6.313117 2.912899
119 C 1.801423 -5.881017 2.651714
120 H -1.776462 -3.759729 3.191905
121 H -0.225844 -4.305607 3.901387
122 H 0.197639 -6.093114 -0.638689
123 H -0.898960 -8.212541 -1.233015
124 H -2.709109 -9.118183 0.196208
125 H -3.395506 -7.884174 2.226935
126 H -2.295423 -5.777700 2.828127
127 H 2.489401 -3.371546 0.488734
128 H 4.787125 -4.131840 0.958442
129 H 5.179252 -6.014693 2.513639
130 H 3.256831 -7.141987 3.589603
131 H 0.962019 -6.381311 3.122407

Force components x, y, z for each atom (eV/Å):
-0.30 0.85 -0.59
-0.04 -0.03 0.00
-0.01 -0.07 0.23
-0.08 -0.02 -0.09
0.01 0.01 -0.03
-0.02 -0.04 0.01
0.02 0.03 -0.03
0.00 -0.01 0.01
0.04 0.00 0.10
0.09 0.05 -0.20
-0.06 0.03 -0.08
0.05 0.03 0.00
0.00 -0.01 -0.01
-0.01 -0.01 -0.02
0.01 0.02 0.01
-0.05 -0.03 0.06
0.02 0.03 -0.10
0.04 -0.02 -0.03
0.01 -0.01 0.01
-0.01 0.01 0.00
0.05 -0.05 0.01
-0.06 -0.04 -0.05
0.07 0.04 -0.09
0.03 0.01 -0.03
0.01 -0.03 -0.04
0.00 0.00 0.02
-0.01 -0.01 0.03
-0.02 0.09 -0.06
0.02 -0.09 0.00
-0.02 -0.03 0.04
0.00 0.00 -0.03
0.00 0.01 0.00
0.00 -0.01 0.00
0.00 0.00 0.01
0.00 -0.04 -0.01
0.04 0.00 0.03
-0.03 0.03 -0.01
0.02 -0.01 0.02
0.00 -0.01 0.00
-0.03 -0.01 -0.02
0.00 0.03 0.02
0.04 0.15 -0.11
0.01 -0.02 -0.02
-0.01 -0.01 0.01
0.00 0.01 0.00
0.01 0.01 0.00
0.00 -0.01 0.02
-0.17 0.02 0.06
0.00 -0.01 0.00
0.00 -0.02 0.00
-0.01 0.00 -0.01
0.01 0.01 0.00
-0.04 0.00 0.01
0.01 0.01 -0.03
-0.01 -0.01 0.03
0.00 -0.03 -0.01
0.00 -0.01 0.01
-0.01 0.00 0.00
0.01 0.01 0.00
-0.02 0.02 -0.01
0.03 0.00 0.00
-0.01 0.00 0.00
0.00 0.00 0.00
0.00 0.00 -0.01
-0.01 0.00 0.00
0.00 0.01 0.00
0.00 0.00 0.00
0.00 -0.01 0.00
0.00 -0.02 0.02
-0.01 -0.01 0.00
0.00 0.00 0.00
0.00 0.00 0.00
0.00 0.00 0.01
-0.03 0.09 0.01
-0.01 0.01 0.00
0.00 -0.01 0.00
0.00 -0.01 0.00
0.00 0.01 0.00
0.02 -0.03 0.01
0.00 0.00 0.00
0.00 0.00 0.00
0.00 0.00 -0.01
0.01 0.01 0.05
-0.04 0.00 0.02
0.00 0.00 0.00
-0.01 0.00 -0.01
0.00 0.00 0.00
0.00 0.00 0.00
-0.01 -0.02 0.00
0.00 0.00 0.00
0.00 0.00 0.00
0.00 0.01 -0.01
0.00 0.00 -0.01
0.01 0.00 0.00
0.00 0.00 0.00
0.01 0.01 0.00
0.27 -0.16 -0.07
0.00 0.00 0.02
0.00 0.00 0.00
0.00 0.00 0.00
0.00 0.00 0.00
0.02 0.00 0.01
0.18 -0.41 0.47
-0.02 -0.20 0.22
-0.01 -0.08 0.23
-0.01 -0.01 0.04
0.01 0.01 -0.03
0.00 -0.02 0.02
0.00 -0.02 0.01
0.01 0.01 -0.01
0.00 0.00 0.00
0.00 0.00 0.00
-0.01 0.02 -0.01
0.00 0.01 -0.03
0.00 0.01 0.06
-0.01 0.00 -0.01
0.00 -0.01 0.01
0.00 0.00 -0.01
0.01 -0.01 -0.01
0.00 0.01 -0.01
0.01 0.00 -0.01
0.01 0.00 0.00
0.00 0.00 0.00
0.00 0.00 0.00
0.00 0.00 0.00
0.00 0.00 0.00
0.01 0.00 -0.02
0.01 0.00 -0.01
0.00 0.00 0.00
0.00 0.00 0.00
0.00 0.00 0.00

These are the Mulliken partial charges, in e, on atoms 1 to 8: 2.12, -0.50, 2.16, -0.42, -0.88, -0.87, -0.89, 0.04